Entry from the Open Molecules 2025 dataset: C53H52CaCl3GeIN7O as an isolated structure at a distorted geometry (ωB97M-V with the def2-TZVPD basis set).

Structure (XYZ):
```
119
Properties=species:S:1:pos:R:3:mulliken_charge:R:1
Ca -0.65945 0.52207 -1.20991 1.747
N 3.32325 2.87713 0.02859 0.581
C 2.01862 2.61266 0.03109 -0.936
N 1.68436 1.77692 -0.93078 0.885
C 2.91014 1.50824 -1.46963 -0.181
N 3.94621 2.13369 -0.96218 -1.118
C 3.06761 0.48160 -2.46010 0.337
C 4.34601 0.18154 -3.03042 -0.340
N 4.41447 -0.74669 -3.96660 -0.706
C 3.29570 -1.40886 -4.35258 -0.484
C 2.10191 -1.10993 -3.77309 -0.103
N 1.99467 -0.15143 -2.83590 0.559
H 3.82744 3.41855 0.68899 0.219
H 1.38402 3.18328 0.71333 0.162
H 5.28031 0.68562 -2.73899 0.452
H 3.43128 -2.26000 -5.01955 0.429
H 1.23094 -1.71944 -3.96862 -0.097
Cl 0.23288 7.57686 -3.04724 -0.319
C -0.04566 5.83000 -3.09095 0.096
C 0.11333 5.19528 -4.25972 -0.401
C -0.04991 3.79068 -4.38740 -0.343
I 0.42980 2.90026 -6.14861 -0.040
C -0.35829 2.95989 -3.31801 0.349
O -0.49093 1.71925 -3.39651 -0.043
C -0.58745 3.68521 -2.07403 0.016
N -0.98913 2.89833 -1.07685 -0.067
C -1.23485 3.42651 0.11983 -0.173
C -1.02285 4.79379 0.38588 -0.889
C -0.55661 5.58102 -0.66948 -0.655
C -0.37600 5.07650 -1.93816 0.289
H 0.41712 5.78336 -5.11751 0.369
H -1.51534 2.62145 0.86858 0.100
H -1.21405 5.26142 1.35800 0.452
H -0.44993 6.65286 -0.53069 0.391
C -2.60770 0.20731 0.38822 -1.313
H -3.62499 -0.17932 0.22236 0.320
H -2.70188 0.46633 1.45364 0.036
Cl -1.13284 -3.85259 1.96774 -0.107
C -2.55886 -2.85429 2.19655 0.757
Cl -4.14138 -3.73137 1.84583 -0.252
H -2.44921 -2.04067 1.52798 -0.812
H -2.61103 -2.52937 3.23605 0.377
C 1.70083 -2.71213 5.17579 -0.522
C 1.35704 -1.74369 6.06977 -0.892
C 1.09091 -0.45521 5.58317 0.075
C 1.26590 -0.09696 4.24287 -0.152
C 1.54601 -1.15482 3.37208 0.136
C 1.81151 -2.44006 3.81672 -0.238
Ge 0.69991 1.56751 3.32330 0.611
C 2.42284 2.60850 3.53060 -0.019
C 2.48795 3.90550 2.98882 -0.473
C 3.66327 4.66553 3.04650 -0.721
C 4.79491 4.12939 3.64086 -0.308
C 4.75194 2.88881 4.21208 -0.564
C 3.57844 2.18753 4.15520 -0.112
C -0.47910 2.43432 4.62738 -0.201
C -1.76857 2.00945 4.46099 -0.367
C -2.78071 2.40549 5.36721 -0.602
C -2.42191 3.20728 6.44781 -0.377
C -1.09763 3.56630 6.64010 -0.520
C -0.13290 3.20604 5.72903 0.207
H 1.88656 -3.73203 5.51136 0.316
H 1.35174 -1.96726 7.08957 0.455
H 0.75251 0.33373 6.26144 0.312
H 1.48858 -0.85427 2.31021 -0.723
H 1.89915 -3.28604 3.16364 0.464
H 1.60386 4.28959 2.52153 0.486
H 3.66928 5.61259 2.50573 0.350
H 5.70718 4.71834 3.61635 0.306
H 5.61922 2.38078 4.69630 0.319
H 3.52841 1.17479 4.57322 0.244
H -2.05679 1.44667 3.59134 0.222
H -3.80388 2.12628 5.16951 0.404
H -3.10644 3.52909 7.21103 0.341
H -0.75165 4.19519 7.50069 0.282
H 0.93606 3.47331 5.75056 0.255
C 0.48830 -6.41946 -0.45415 -1.674
C 0.80668 -4.94006 -0.62712 -0.398
C 1.91160 -4.36999 -0.02910 -0.716
C 2.07301 -2.96298 0.07993 0.217
C 3.32470 -2.40796 0.67233 -1.626
C 1.16180 -2.17005 -0.61202 2.161
C 0.04095 -2.69651 -1.33971 -0.337
C -0.11567 -4.06886 -1.25011 0.181
N -0.69112 -1.82499 -2.01225 0.514
C -1.95540 -2.13160 -2.71814 2.032
C -1.61915 -2.81976 -4.11142 -0.761
C -2.87700 -2.92357 -4.96011 0.212
C -3.90769 -3.79336 -4.31292 -1.357
C -4.32404 -3.11191 -2.99696 0.148
C -4.92525 -1.71515 -3.25657 -1.333
C -3.83518 -0.87749 -3.91346 0.299
C -3.42686 -1.50708 -5.20220 -1.647
C -2.64320 -0.79078 -3.01694 -2.626
C -3.06937 -3.00216 -2.08763 -0.693
H -0.05809 -6.59033 0.44994 0.250
H 1.37203 -7.08368 -0.51444 0.386
H -0.10859 -6.83541 -1.29143 0.367
H 2.64890 -4.94612 0.47817 0.335
H 3.75187 -3.05075 1.48262 0.360
H 3.23480 -1.34961 1.00331 0.186
H 4.17334 -2.36985 -0.05467 0.349
H 1.22630 -1.05229 -0.48713 -1.014
H -0.94385 -4.57216 -1.71101 -0.037
H -1.18533 -3.81496 -3.83730 0.440
H -0.78829 -2.30234 -4.65467 0.296
H -2.57312 -3.40833 -5.87738 0.310
H -3.43713 -4.71686 -4.00672 0.600
H -4.74197 -4.06407 -4.95841 0.396
H -5.03278 -3.69825 -2.45119 0.399
H -5.19829 -1.21669 -2.33460 0.502
H -5.88149 -1.80553 -3.88015 0.451
H -4.29340 0.09408 -4.12564 0.430
H -2.71210 -0.92334 -5.80769 0.519
H -4.28151 -1.61608 -5.89716 0.569
H -2.93659 -0.35077 -2.09047 -0.104
H -1.87891 -0.14650 -3.48323 0.535
H -2.71973 -4.00353 -1.79682 0.416
H -3.33932 -2.48610 -1.16726 -0.075
```

Output
2S+1 ... 2
LUMO energy (alpha / beta) ... 3.6 / 3.6 eV
HOMO-LUMO gap (alpha / beta) ... 5.27 / 5.30 eV
Energy above the lowest of the compared OMol25 structures with the same formula, charge and spin ... 3.014 eV
Charge ... -2
Strongest force on any atom ... 0.05066 hartree/bohr
HOMO energy (alpha / beta) ... -1.69 / -1.72 eV

---

Entry from the Open Molecules 2025 dataset: a 2-piece molecular cluster, C5H8N3O overall at a distorted geometry (ωB97M-V with the def2-TZVPD basis set).

Structure (XYZ):
```
17
Properties=species:S:1:pos:R:3:mulliken_charge:R:1
C -3.03410 0.09229 1.10242 -0.511
C -1.55084 0.41976 1.10535 -0.333
C -3.42518 -0.09611 -0.17563 -0.425
C -1.27002 0.18456 -0.15968 0.267
C 2.06064 0.11310 -0.46863 0.338
N -2.30862 -0.01116 -1.04231 -0.030
N 2.54277 -0.28314 -1.59972 -0.318
N 2.59787 0.30590 0.69008 0.025
O 3.88441 0.08176 1.17343 -0.391
H -3.65358 0.21122 1.91860 0.446
H -0.83107 0.56207 1.97270 0.277
H -4.40808 -0.33132 -0.62736 0.348
H -2.20388 -0.09939 -1.98378 0.127
H 1.93792 -0.60080 -2.35924 0.282
H 3.44627 -0.46528 -2.06186 0.265
H 2.12832 0.84290 1.34588 0.251
H 4.08715 -0.92634 1.16975 0.382
```

Output
LUMO energy (alpha / beta) ... -7.1 / -4.7 eV
HOMO-LUMO gap (alpha / beta) ... 5.24 / 7.43 eV
Energy above the lowest of the compared OMol25 structures with the same formula, charge and spin ... 8.074 eV
Charge ... +1
Strongest force on any atom ... 0.09782 hartree/bohr
HOMO energy (alpha / beta) ... -12.30 / -12.12 eV

---

Entry from the Open Molecules 2025 dataset: C34H51CaN2O3SeSi as an isolated structure at a distorted geometry (ωB97M-V with the def2-TZVPD basis set).

Structure (XYZ):
```
93
Properties=species:S:1:pos:R:3:mulliken_charge:R:1
Ca -0.45805 0.36949 -0.25630 1.398
C -1.63380 -3.31179 1.98812 -2.652
C -0.38219 -2.53840 2.30434 1.723
C -0.36536 -1.66568 3.39649 0.842
C -1.50608 -1.66274 4.38030 -2.352
C 0.74191 -0.84161 3.61722 1.916
C 0.72587 0.11366 4.78167 -2.620
C 1.85585 -0.92058 2.77045 0.752
C 3.06473 -0.05569 3.01362 -2.411
C 1.86577 -1.84615 1.72200 2.004
C 3.05994 -1.94473 0.81173 -1.678
C 0.76493 -2.68521 1.51683 0.516
C 0.82390 -3.77397 0.48083 -2.545
H -1.75073 -3.43638 0.91189 0.429
H -2.51269 -2.77288 2.33054 0.346
H -1.63300 -4.30893 2.43769 0.360
H -2.23909 -0.88575 4.15082 0.266
H -1.13868 -1.50341 5.39265 0.504
H -2.02757 -2.61587 4.37478 0.495
H 1.09780 -0.35637 5.69675 0.389
H -0.28168 0.46908 4.98345 0.463
H 1.34106 0.98829 4.59364 0.547
H 2.98070 0.89842 2.48882 0.194
H 3.97553 -0.53543 2.66293 0.467
H 3.20297 0.15893 4.07172 0.582
H 2.78959 -2.42180 -0.12352 -0.197
H 3.87838 -2.51586 1.26283 0.463
H 3.43670 -0.95704 0.55640 -0.079
H 0.65457 -3.38103 -0.51980 0.226
H 0.08571 -4.54723 0.67516 0.509
H 1.80396 -4.25138 0.47915 0.470
C 0.63281 -0.19864 -3.81868 -1.732
C 0.07405 -1.17745 -2.79706 2.625
C 0.24453 -2.61195 -3.26556 -1.954
O 0.74936 -1.02522 -1.53352 0.763
C -1.42530 -0.82514 -2.53178 -0.465
O -2.29582 -1.64627 -2.76686 -0.750
O -1.58580 0.34478 -2.04201 -1.080
H 1.69296 -0.39279 -4.00263 0.040
H 0.51225 0.83099 -3.48524 0.299
H 0.09529 -0.32583 -4.76130 0.685
H 1.30660 -2.86399 -3.29593 0.378
H -0.17950 -2.73376 -4.26124 0.410
H -0.27798 -3.30228 -2.60652 0.339
H 1.59630 -0.39705 -1.56207 -0.456
C 0.23347 2.79876 2.02894 -0.917
C 1.39127 2.83591 1.08413 0.364
C 2.25940 3.90582 1.08684 -0.976
C 3.26134 3.92582 0.11505 -0.776
C 3.37634 2.88790 -0.75953 -0.739
C 2.50627 1.75423 -0.66653 0.153
N 1.49291 1.79487 0.24603 0.882
N 2.62302 0.67285 -1.42548 -0.101
Si 4.01531 0.25559 -2.35062 0.284
C 4.26536 1.30578 -3.90645 -1.320
C 3.82460 -1.51547 -2.95159 -1.188
C 5.59862 0.31984 -1.31817 -1.173
H 0.44348 3.39452 2.91799 0.457
H 0.00814 1.78064 2.33790 -0.131
H -0.67481 3.18560 1.56185 0.061
H 2.13849 4.70513 1.80313 0.485
H 3.93681 4.77194 0.03901 0.407
H 4.12303 2.91403 -1.53355 0.334
H 3.32936 1.41778 -4.44878 0.318
H 4.98109 0.82498 -4.57332 0.374
H 4.64294 2.30202 -3.69217 0.382
H 3.17573 -1.59396 -3.82166 0.377
H 3.41620 -2.16123 -2.17856 0.144
H 4.79946 -1.90632 -3.23514 0.557
H 5.94050 1.33427 -1.12941 0.340
H 6.39834 -0.21136 -1.83441 0.407
H 5.45101 -0.16020 -0.35312 0.317
C -7.60847 2.04573 -1.92589 -1.486
C -6.40480 1.67483 -1.10943 0.697
C -5.38240 2.58105 -0.88041 -1.328
C -4.26207 2.24961 -0.12909 0.785
C -3.18449 3.27516 0.06078 -1.276
C -4.15192 0.97318 0.42469 0.793
Se -2.64726 0.49022 1.50363 -0.424
C -5.17645 0.04335 0.19754 1.030
C -5.08911 -1.35456 0.72693 -1.519
C -6.27764 0.40777 -0.56032 -1.166
H -7.46619 3.00967 -2.41377 0.342
H -8.50836 2.11719 -1.30932 0.302
H -7.80476 1.30547 -2.70191 0.346
H -5.44739 3.57448 -1.30829 0.216
H -3.45897 4.21695 -0.41537 0.348
H -2.24376 2.93685 -0.39159 0.117
H -2.98668 3.45035 1.11955 0.288
H -4.27642 -1.89524 0.23664 0.194
H -6.02217 -1.89011 0.55109 0.401
H -4.86582 -1.36051 1.79452 0.280
H -7.05327 -0.32853 -0.73521 0.309
```

Output
LUMO energy ... 2.6 eV
HOMO-LUMO gap ... 6.97 eV
Energy above the lowest of the compared OMol25 structures with the same formula, charge and spin ... 1.079 eV
Charge ... -1
Strongest force on any atom ... 0.02768 hartree/bohr
HOMO energy ... -4.38 eV

---

What is the formula in the second record? C5H8N3O

---

What is the energy above the lowest of the compared OMol25 structures with the same formula, charge and spin in the second record? 8.074 eV

---

Which of these has the highest energy above the lowest of the compared OMol25 structures with the same formula, charge and spin? C5H8N3O